[1]
Entry from OMol25: the molecule C2H3NO (the ωB97M-V functional and the def2-TZVPD basis).

```
7
Properties=species:S:1:pos:R:3:forces:R:3:lowdin_charge:R:1
C 0.69275 -0.04029 -0.08787 10.04 -0.17 -0.91 -0.18
C -0.66483 -0.49924 -0.14470 0.06 -1.20 1.00 -0.06
N -0.16794 0.92024 -0.15819 -1.00 0.68 0.30 0.11
O 2.43409 -0.13531 -0.10476 -8.44 0.26 0.30 -0.28
H -1.05325 -1.01080 -1.07641 0.05 0.95 1.50 0.14
H -0.84595 -0.75785 0.93684 -0.92 -0.74 -1.56 0.13
H -0.39487 1.52324 0.63511 0.21 0.21 -0.63 0.15
```
Positions in Å, forces in eV/Å.

Values from the calculation:
**HOMO level**: -9.466 eV
**Energy**: -207.7644 hartree
**Relative energy (zero: lowest compared OMol25 entry of this formula, charge and spin)**: 146.4 kcal/mol
**Kohn-Sham gap**: 9.156 eV



[2]
Entry from OMol25: a structure of composition C23H49N2OP3SY (the ωB97M-V functional and the def2-TZVPD basis).

```
80
Properties=species:S:1:pos:R:3:forces:R:3:lowdin_charge:R:1
Y -0.01057 0.61727 0.24019 3.56 -8.65 5.07 0.27
P -0.69507 2.33927 1.55129 -3.25 8.50 6.01 0.72
P -2.15297 -0.04883 -0.35731 -8.27 -2.26 -3.24 0.75
P 2.19133 1.39747 -0.02281 8.33 2.13 -1.25 0.75
H -0.00567 -2.19343 -9.18751 0.10 -0.10 -0.07 0.05
C 1.01683 -2.43423 -8.90811 -0.01 -0.05 0.29 -0.09
C 1.35383 -3.63923 -8.45501 -0.07 0.21 0.14 -0.07
H 0.62093 -4.43433 -8.34471 0.08 0.09 -0.11 0.06
C -1.17117 3.86387 0.62549 0.10 -0.09 -0.33 -0.21
C -2.18607 2.21517 2.64599 -0.23 -0.54 -0.02 -0.21
C 0.43873 3.06647 2.82369 0.37 -0.29 0.02 -0.21
C -2.33727 -1.54163 -1.41491 0.30 -0.23 -0.17 -0.24
C -3.45877 -0.47473 0.88829 0.44 -0.08 0.71 -0.19
C -3.06947 1.17347 -1.39061 0.35 0.35 -0.17 -0.22
C 3.34613 0.56947 -1.20131 0.11 0.25 0.02 -0.27
C 3.40313 1.60497 1.36719 -0.51 -0.37 0.56 -0.20
C 2.21143 3.11607 -0.67011 -1.03 0.16 -0.09 -0.21
H 1.74983 -1.63903 -9.01841 -0.02 -0.14 -0.08 0.05
H 2.37633 -3.87993 -8.17571 -0.10 0.04 -0.12 0.06
H -1.46287 4.67907 1.29749 0.07 -0.25 -0.01 0.08
H -2.00477 3.61667 -0.03741 0.09 0.14 0.07 0.04
H -0.33767 4.18687 -0.00241 -0.16 0.06 0.06 0.03
H -2.24297 3.08587 3.30869 0.14 -0.09 -0.26 0.07
H -2.12297 1.31167 3.25779 0.01 0.14 0.00 0.03
H -3.10007 2.16937 2.04979 0.08 0.04 0.02 0.05
H -0.08497 3.81817 3.42499 -0.01 -0.13 -0.27 0.08
H 1.30063 3.53197 2.34749 -0.01 0.09 0.02 0.04
H 0.80183 2.27667 3.48609 -0.14 0.26 -0.12 0.01
H -3.38807 -1.85303 -1.42561 0.19 0.15 -0.01 0.08
H -1.70997 -2.34803 -1.02941 -0.19 -0.04 0.01 0.04
H -2.00817 -1.31943 -2.43161 -0.08 0.01 0.05 0.04
H -4.41747 -0.03303 0.59469 0.28 0.04 -0.11 0.08
H -3.19677 -0.12143 1.88619 -0.17 -0.09 -0.04 0.02
H -3.57647 -1.56163 0.92389 0.14 0.16 0.02 0.06
H -3.90257 0.70257 -1.92431 0.11 -0.08 0.26 0.08
H -2.36677 1.59747 -2.11201 -0.21 -0.02 0.01 0.04
H -3.45297 1.98837 -0.77171 0.01 -0.09 -0.04 0.05
H 4.31513 1.08017 -1.18631 -0.17 -0.01 -0.01 0.08
H 2.92453 0.61307 -2.20741 0.16 -0.04 0.07 0.04
H 3.49423 -0.47103 -0.90291 0.01 0.11 -0.06 0.05
H 4.17613 2.32347 1.07309 -0.22 -0.10 -0.17 0.08
H 3.88713 0.64977 1.59019 -0.12 0.08 -0.02 0.07
H 2.91383 1.97267 2.27249 0.18 -0.02 -0.10 0.02
H 3.20763 3.38267 -1.04091 -0.05 -0.32 0.14 0.09
H 1.91843 3.79967 0.13099 0.09 0.00 -0.13 0.05
H 1.48023 3.20117 -1.47641 0.15 0.21 -0.03 0.04
C 0.62623 -0.75863 -3.00361 0.31 -0.65 1.60 -0.55
C 0.47393 0.52357 -3.55901 -0.11 1.23 -0.95 -0.08
C 0.25623 0.69137 -4.92641 0.11 0.76 1.35 0.00
C 0.18283 -0.41063 -5.77861 0.01 -0.32 0.05 0.05
C 0.33533 -1.69153 -5.23731 0.06 -0.83 0.79 0.01
C 0.55313 -1.86643 -3.87471 -0.02 -0.89 -1.22 -0.05
S 0.88203 -1.08603 -1.29161 0.37 -1.44 -3.98 0.85
H -0.24837 1.68947 -0.98031 -1.24 3.11 -4.10 -0.07
H 0.54403 1.38087 -2.89511 -0.05 -0.04 -0.23 0.07
H 0.14443 1.69677 -5.32671 0.04 -0.19 0.09 0.14
H 0.01153 -0.27763 -6.84291 0.07 -0.06 0.10 0.14
H 0.28243 -2.56413 -5.88421 0.05 0.17 0.04 0.12
H 0.66713 -2.86613 -3.46361 0.00 0.12 -0.13 0.13
C 0.05683 -3.66463 2.50399 0.19 -0.53 -0.70 -0.01
N -0.08017 -2.59573 3.47769 0.31 2.34 -0.01 -0.04
C -0.40447 -2.97623 4.86239 -0.42 -0.48 0.96 -0.12
C -0.41497 -1.80843 5.85739 0.35 -0.10 0.38 -0.14
C -0.89867 -0.56263 5.14189 -0.90 -0.13 0.87 -0.16
N -0.04037 -0.29063 3.99379 0.04 1.63 0.49 -0.12
C 1.30373 0.15347 4.36499 1.13 0.07 0.53 -0.04
C 0.03303 -1.28213 3.06849 -1.06 -4.41 1.19 -0.47
O 0.14283 -1.05053 1.85289 0.64 0.90 -1.58 -0.10
H -0.70147 -3.55443 1.70259 0.44 -0.13 0.37 0.10
H -0.06767 -4.66123 2.97979 0.00 0.85 -0.16 0.12
H 1.07673 -3.62613 2.06079 -0.72 -0.07 0.16 0.11
H -1.42237 -3.42113 4.83639 0.59 0.06 -0.03 0.15
H 0.29933 -3.74433 5.25039 -0.40 0.35 -0.61 0.15
H 0.60473 -1.62413 6.24409 -0.47 -0.16 -0.10 0.12
H -1.04277 -2.05583 6.74099 0.36 0.10 -0.67 0.15
H -0.92337 0.31457 5.83009 0.14 -0.51 -0.69 0.15
H -1.94057 -0.73193 4.79029 0.56 0.23 0.05 0.14
H 1.26233 0.98677 5.10119 -0.07 -0.47 -0.66 0.12
H 1.88943 -0.66013 4.83969 -0.29 0.33 -0.11 0.11
H 1.89103 0.43627 3.47299 -0.41 0.06 0.38 0.07
```
Positions in Å, forces in eV/Å.

Values from the calculation:
**HOMO level (spin up / spin down)**: -15.599 / -15.585 eV
**Energy**: -2549.8584 hartree
**Relative energy (zero: lowest compared OMol25 entry of this formula, charge and spin)**: 233.1 kcal/mol
**Kohn-Sham gap (spin up / spin down)**: 2.763 / 3.449 eV
**Charge**: +3



[3]
Entry from OMol25: the ion C2H6NO with charge -1 (the ωB97M-V functional and the def2-TZVPD basis).

```
10
Properties=species:S:1:pos:R:3:forces:R:3:lowdin_charge:R:1
C -0.99337 0.33240 -0.65419 0.75 0.56 -0.18 -0.20
N 0.46379 0.35171 -0.45983 -0.02 0.08 -0.14 -0.16
C 0.84991 -0.27562 0.86374 -0.22 -0.60 -0.22 -0.62
O 0.21792 -1.39737 1.18610 0.08 0.04 -0.07 -0.36
H -1.32662 -0.57665 -1.16040 -0.31 0.00 0.19 0.05
H -1.28528 1.22250 -1.23875 -0.09 -0.29 -0.05 0.04
H -1.45772 0.41816 0.32621 -0.17 -0.23 0.01 0.06
H 0.89927 -0.22874 -1.17080 -0.19 -0.02 0.02 0.05
H 0.67407 0.55734 1.58071 0.13 0.19 0.23 0.06
H 1.95802 -0.40372 0.72721 0.03 0.26 0.21 0.06
```
Positions in Å, forces in eV/Å.

Values from the calculation:
**HOMO level**: -2.186 eV
**Energy**: -209.7694 hartree
**Relative energy (zero: lowest compared OMol25 entry of this formula, charge and spin)**: 5.1 kcal/mol
**Kohn-Sham gap**: 6.960 eV
**Charge**: -1



[4]
Entry from OMol25: a cluster of 21 separate species, H41O21 in total (the ωB97M-V functional and the def2-TZVPD basis).

```
62
Properties=species:S:1:pos:R:3:forces:R:3:lowdin_charge:R:1
O -0.64836 1.24532 -1.81558 -1.55 -3.26 3.18 -0.01
H -0.28860 1.89151 -2.33248 1.65 2.95 -1.94 0.02
H -0.20741 1.21512 -0.94053 0.29 0.40 -0.74 0.05
O 0.90594 0.45286 -5.43069 1.00 -0.62 0.76 -0.09
H 0.38512 3.83433 0.05581 -0.25 0.94 -2.21 0.05
H 0.14776 -0.08288 -5.16851 -0.42 0.06 0.18 -0.01
O 0.35918 1.04495 1.42003 -1.76 0.19 1.34 -0.17
H -1.47553 -1.11738 3.35371 2.78 2.51 4.47 -0.05
H 1.15313 0.56159 1.60143 0.67 -0.90 -0.44 -0.01
O -1.91019 -1.43750 2.66282 -3.96 -1.17 -5.96 0.00
H 0.54131 1.70910 2.30013 0.59 0.11 -1.40 0.03
H 2.64047 -0.49151 -0.03941 0.23 -0.24 -0.08 -0.01
O -1.08244 -0.87368 -3.59096 -0.74 -0.19 0.52 -0.11
H -1.12115 -0.37776 -2.73819 0.15 -0.25 -1.03 0.02
H -2.00808 -1.24920 -3.75395 1.59 0.85 0.09 -0.01
O -2.30357 -3.41423 -0.09910 -0.19 0.80 0.66 -0.05
H -3.95906 -1.24268 -3.23544 1.87 -2.61 -1.42 0.15
H -3.01244 -4.05176 0.00264 -0.14 -0.15 0.01 0.05
O -3.40326 -1.96504 -3.76158 -2.56 2.39 0.89 -0.07
H -1.95648 0.47800 0.85819 0.72 -0.07 0.68 -0.03
H 1.59444 0.07131 -4.83429 -0.63 0.59 -0.76 0.05
O -2.62429 0.66118 0.20604 2.16 1.56 -2.68 -0.09
H -2.28546 -0.71309 2.08375 0.92 -1.37 1.43 0.04
H -2.48556 -2.75600 0.61434 0.19 -0.56 -0.70 0.04
O 0.62251 4.67210 1.63241 -2.58 -2.82 1.05 -0.19
H -1.96287 1.03383 -0.51910 -2.40 -0.73 1.54 0.07
H 1.40055 5.09171 1.84882 2.70 1.93 0.53 -0.03
O 2.28167 -1.16790 -0.63174 -2.04 1.14 0.02 -0.07
H -2.99479 -2.55590 -3.13135 -0.14 -0.40 0.76 0.04
H 1.33064 -0.84755 -0.72087 1.66 -0.83 0.05 0.07
O -2.66772 4.61545 0.71481 -0.49 -2.65 1.77 -0.08
H 0.63381 -4.65824 0.74432 0.37 0.03 4.17 -0.03
H -2.57337 3.83432 1.35727 -1.03 1.02 -1.64 0.07
O 0.05450 -3.17949 3.19174 0.86 1.46 1.59 -0.08
H 0.15984 -2.26554 3.59595 0.37 -1.70 -0.24 0.02
H -0.36207 -2.91333 2.38981 -0.70 -0.06 -1.21 -0.02
O 1.35354 2.63336 2.94958 -2.70 0.54 1.37 -0.25
H 2.23155 2.71548 2.66785 1.96 -0.14 -0.80 -0.03
H 0.85339 3.73480 2.31216 -0.24 0.73 -0.73 0.05
O 0.94680 -0.35919 4.31336 -0.74 -0.05 -0.17 -0.06
H 1.75336 -0.24691 3.78336 -0.71 0.36 0.18 0.05
H 0.25366 0.26625 3.99638 1.38 -0.31 0.09 0.05
O 4.86443 -0.16796 -1.30204 -5.36 -0.03 -1.89 -0.12
H 3.82159 0.17618 -1.52078 4.45 -1.67 0.84 0.13
H 5.28215 0.61510 -1.03325 1.02 1.77 0.63 -0.03
O 0.43594 -4.64995 -0.12869 3.94 -0.33 -3.43 0.02
H -0.43974 -4.61602 -0.31438 -4.12 0.30 -0.38 -0.06
O 5.01021 -0.31640 1.47565 -1.59 -0.05 1.33 -0.07
H 4.45485 -0.82549 2.10945 1.01 -0.16 -0.47 0.05
H 4.37313 0.40771 1.35972 0.60 0.26 -0.50 0.02
O -0.29021 -4.09151 -2.65112 0.48 -1.70 -2.26 -0.04
H 0.09742 -3.87706 -3.52687 -0.33 -0.38 0.77 0.06
H -0.44686 -3.24713 -2.31267 -0.37 2.21 1.18 -0.03
O -4.33556 -0.90043 1.19418 -4.00 -4.93 -4.98 -0.04
H -4.79698 -0.49957 0.38390 1.41 -0.75 2.00 0.10
H -4.03702 -0.23350 1.66566 1.88 5.22 3.26 -0.08
O 1.98265 2.53823 0.14093 3.27 0.47 -3.58 -0.14
H 1.76546 2.93008 -0.80686 0.25 -0.99 3.06 0.08
H 1.19251 2.30075 0.57574 -1.54 -0.75 0.61 -0.08
O 0.57900 4.18020 -0.90562 -0.02 0.94 2.16 -0.16
H 1.17747 4.84598 -0.45662 -0.77 -0.52 -1.37 0.07
H -1.87650 4.99242 1.04978 1.67 1.61 -0.13 -0.02
```
Positions in Å, forces in eV/Å.

Values from the calculation:
**HOMO level**: -7.492 eV
**Energy**: -1604.5328 hartree
**Relative energy (zero: lowest compared OMol25 entry of this formula, charge and spin)**: 157.1 kcal/mol
**Kohn-Sham gap**: 9.372 eV
**Charge**: -1



[5]
Entry from OMol25: the molecule C2H3NO3S (the ωB97M-V functional and the def2-TZVPD basis).

```
10
Properties=species:S:1:pos:R:3:forces:R:3:lowdin_charge:R:1
C 1.03709 -0.91078 -0.24709 -0.36 4.84 0.79 -0.19
C 0.81143 0.55847 0.05657 -3.75 0.50 2.75 -0.10
N 0.06985 -1.65595 -0.11697 -0.95 -4.66 -0.22 -0.01
O -1.85938 0.98508 1.14096 -0.37 0.51 1.26 -0.25
O -1.49623 0.77250 -1.24618 -1.01 0.41 -2.74 -0.25
O -1.14527 -1.21146 0.26205 0.29 1.58 -0.15 -0.18
S -1.13843 0.45179 0.05870 2.39 -0.76 1.00 0.64
H 1.99141 -1.22293 -0.44500 1.98 -1.38 -0.72 0.09
H 0.86687 0.83959 1.20269 0.91 -0.38 -2.39 0.14
H 0.86266 1.39370 -0.66573 0.87 -0.67 0.43 0.10
```
Positions in Å, forces in eV/Å.

Values from the calculation:
**HOMO level**: -10.833 eV
**Energy**: -756.5504 hartree
**Relative energy (zero: lowest compared OMol25 entry of this formula, charge and spin)**: 78.9 kcal/mol
**Kohn-Sham gap**: 11.398 eV



[6]
Entry from OMol25: the molecule C26H23N3O2 (the ωB97M-V functional and the def2-TZVPD basis).

```
54
Properties=species:S:1:pos:R:3:forces:R:3:lowdin_charge:R:1
C -0.69014 -0.21984 -1.53612 -0.85 -1.03 -0.43 -0.20
C 0.70417 -0.15019 -1.92662 2.65 -0.08 -1.90 -0.20
N 1.78431 -0.15657 -2.37097 -2.14 0.09 1.11 0.21
C -1.10580 -1.72781 -1.44566 -0.23 -0.35 0.11 -0.14
C -2.47105 -2.11501 -1.51640 0.51 0.15 -0.07 -0.02
C -2.86229 -3.45307 -1.41676 0.36 -0.37 0.01 0.01
C -1.88356 -4.46135 -1.26604 0.54 2.20 -0.05 -0.16
N -2.26312 -5.81700 -0.97797 -0.72 -2.95 0.41 -0.31
O -1.35124 -6.66976 -0.84260 -1.84 1.85 -0.31 0.05
O -3.48155 -6.09078 -0.85530 2.48 0.76 -0.31 0.06
C -0.52405 -4.10497 -1.32085 -0.53 -0.09 0.03 0.02
C -0.14703 -2.75654 -1.40103 -0.25 -0.14 -0.02 0.00
H -1.29428 0.17011 -2.37146 0.32 -0.04 0.23 0.14
H -3.23365 -1.34669 -1.68863 0.25 -0.31 0.21 0.13
H -3.90918 -3.75321 -1.48222 0.32 0.20 0.15 0.12
H 0.21870 -4.90095 -1.31903 -0.13 0.28 0.16 0.12
H 0.92104 -2.53130 -1.46585 -0.41 0.04 0.13 0.12
C -1.71882 -1.54596 1.81063 -0.43 -0.24 -0.08 0.00
C -0.44277 -0.81166 1.73700 0.95 1.33 -1.10 -0.21
N 0.59228 -1.11668 2.56912 0.50 0.03 0.36 -0.06
C 0.58607 -2.22095 3.50629 -0.14 0.00 0.00 -0.01
C 1.69761 -0.32956 2.26347 -0.63 -0.28 -0.70 -0.16
C 1.35135 0.48856 1.14721 0.28 -0.69 0.61 -0.12
C 2.35743 1.29304 0.59417 0.45 0.16 0.15 -0.04
C 3.62396 1.30270 1.19360 -0.44 -0.01 -0.41 -0.08
C 3.94430 0.45483 2.26663 -0.57 -0.21 0.27 -0.09
C 2.96850 -0.39127 2.80656 0.64 0.44 -0.07 -0.02
C -0.02242 0.17811 0.83530 -0.09 -0.56 0.59 -0.10
C -0.85369 0.69029 -0.30602 -0.70 0.54 0.89 -0.17
C -0.59912 2.16912 -0.69654 -0.58 -0.12 -0.04 -0.17
C -0.06284 3.07500 0.22169 0.24 0.21 -0.11 -0.04
C 0.31142 4.36341 -0.17527 -0.28 -0.29 -0.01 -0.03
C 0.08844 4.80453 -1.48254 0.03 -0.28 0.14 -0.28
C 0.53763 6.16744 -1.94020 0.02 0.26 -0.15 -0.06
C -0.59339 3.94564 -2.34970 -0.19 0.05 0.13 -0.04
C -0.98339 2.66391 -1.95569 0.40 0.12 0.19 -0.03
H -2.51360 -0.95163 1.35448 0.00 -0.12 0.11 0.08
H -1.64575 -2.47919 1.23344 -0.11 0.07 0.24 0.08
H -2.00466 -1.78556 2.84277 0.04 0.06 -0.26 0.09
H 1.56331 -2.28523 3.98556 -0.24 -0.03 -0.02 0.08
H -0.18709 -2.07344 4.26633 0.19 -0.04 0.03 0.09
H 0.38008 -3.16853 2.99190 0.11 0.16 0.08 0.10
H 2.15052 1.87893 -0.30684 0.26 -0.16 0.48 0.11
H 4.38747 1.97094 0.79608 -0.14 -0.24 0.03 0.10
H 4.95164 0.45912 2.67968 -0.24 -0.01 -0.09 0.10
H 3.17381 -1.07846 3.62223 0.21 0.20 -0.11 0.10
H -1.88113 0.64839 0.08688 -0.07 -0.16 -0.56 0.15
H 0.10406 2.76304 1.25516 0.08 0.06 -0.41 0.12
H 0.79639 5.02129 0.54593 -0.15 -0.11 -0.14 0.12
H 0.24962 6.33388 -2.98217 0.04 -0.01 0.12 0.07
H 0.08901 6.97277 -1.34616 0.02 -0.20 -0.03 0.08
H 1.62486 6.30432 -1.87934 -0.19 -0.19 0.05 0.08
H -0.83335 4.30574 -3.35054 -0.02 -0.15 0.20 0.11
H -1.59902 2.06802 -2.63759 0.46 0.19 0.16 0.11
```
Positions in Å, forces in eV/Å.

Values from the calculation:
**HOMO level**: -7.717 eV
**Energy**: -1319.2218 hartree
**Relative energy (zero: lowest compared OMol25 entry of this formula, charge and spin)**: 114.6 kcal/mol
**Kohn-Sham gap**: 6.592 eV